Entry 1:
A 11-piece molecular cluster, C41H98N6O11P overall, computed with the ωB97M-V functional and the def2-TZVPD basis.

Calculated values
charge: -2
max |F|: 3.6 eV Å⁻¹
LUMO energy (alpha / beta): 3.48 / 3.43 eV
2S+1: 2

Last column: Mulliken spin population.
Geometry (Å):
C (-0.49, 0.32, 0.14)  -0.2945
C (0.53, 1.40, 0.40)  0.0426
O (0.10, 2.71, 0.64)  -0.0085
H (0.03, -0.64, 0.10)  0.1026
H (-0.98, 0.44, -0.82)  -0.0016
H (-1.34, 0.12, 0.80)  0.0039
H (1.16, 1.44, -0.49)  0.0059
H (1.18, 1.11, 1.23)  0.0704
C (0.09, -9.20, 3.00)  0.3039
C (0.68, -8.14, 2.04)  0.0211
C (-0.09, -6.86, 2.09)  0.3179
C (0.37, -5.66, 1.13)  -0.1686
C (-0.58, -4.42, 1.20)  -0.1038
C (-0.34, -3.45, -0.01)  0.2518
H (0.22, -8.99, 4.06)  -0.0972
H (0.46, -10.21, 2.85)  -0.1385
H (-0.99, -9.18, 2.91)  -0.0067
H (1.71, -7.87, 2.29)  -0.1791
H (0.75, -8.47, 1.00)  -0.0544
H (-0.12, -6.61, 3.15)  0.0712
H (-1.14, -7.10, 1.91)  0.0521
H (1.38, -5.36, 1.42)  0.1064
H (0.47, -6.01, 0.11)  -0.0186
H (-1.58, -4.79, 1.42)  -0.1348
H (-0.39, -3.83, 2.10)  0.2355
H (-1.10, -2.67, 0.05)  -0.0338
H (0.66, -3.03, 0.06)  -0.0561
H (-0.39, -3.95, -0.97)  0.0318
C (-4.73, -0.07, -3.36)  0.0067
C (-3.79, -1.20, -3.69)  0.0034
C (-2.36, -0.95, -3.28)  0.0009
C (-1.40, -2.17, -3.58)  0.0830
C (0.16, -1.79, -3.67)  -0.1137
C (1.21, -2.96, -3.85)  0.0869
H (-5.79, -0.32, -3.47)  -0.0028
H (-4.59, 0.79, -4.02)  -0.0004
H (-4.60, 0.41, -2.39)  -0.0020
H (-4.12, -2.08, -3.12)  -0.0067
H (-3.72, -1.46, -4.74)  0.0029
H (-2.20, -0.83, -2.21)  -0.0002
H (-2.14, 0.01, -3.75)  -0.0006
H (-1.59, -2.89, -2.78)  -0.0259
H (-1.67, -2.65, -4.52)  -0.0065
H (0.29, -1.09, -4.50)  -0.0084
H (0.43, -1.20, -2.79)  0.0099
H (1.18, -3.51, -4.80)  -0.0021
H (2.25, -2.64, -3.75)  0.0314
H (0.93, -3.71, -3.11)  -0.0248
C (-8.48, -4.11, 1.78)  0.0063
C (-7.36, -3.52, 2.65)  -0.0209
C (-6.10, -2.93, 1.95)  0.0408
C (-4.99, -2.47, 2.95)  0.0190
C (-3.78, -1.98, 2.30)  -0.2378
C (-2.71, -1.48, 3.32)  0.3271
H (-8.11, -5.00, 1.27)  -0.0053
H (-8.64, -3.32, 1.05)  0.0011
H (-9.44, -4.33, 2.25)  -0.0025
H (-7.74, -2.82, 3.40)  0.0033
H (-7.03, -4.32, 3.30)  -0.0030
H (-6.43, -2.17, 1.24)  0.0133
H (-5.64, -3.75, 1.39)  0.0054
H (-5.40, -1.63, 3.52)  -0.0113
H (-4.76, -3.30, 3.62)  0.0173
H (-3.37, -2.81, 1.72)  0.0233
H (-4.03, -1.26, 1.53)  -0.0106
H (-2.06, -0.76, 2.82)  -0.0354
H (-3.15, -1.05, 4.22)  -0.0299
H (-2.12, -2.34, 3.64)  -0.0489
C (2.36, -2.11, 2.93)  0.0385
C (3.70, -2.23, 3.67)  0.6649
O (4.57, -1.49, 3.34)  -0.6223
N (3.84, -3.14, 4.60)  -0.2456
C (5.07, -3.50, 5.32)  1.2352
H (2.52, -2.45, 1.91)  0.2458
H (1.81, -1.17, 2.86)  0.1590
H (1.70, -2.83, 3.41)  -0.0593
H (3.01, -3.63, 4.90)  -0.3120
H (5.88, -3.87, 4.68)  0.0592
H (4.93, -4.29, 6.05)  -0.6254
H (5.40, -2.57, 5.78)  -0.0009
C (2.44, 2.55, 4.46)  -0.0210
C (0.96, 2.55, 4.78)  0.0425
O (0.65, 2.41, 5.96)  -0.0182
N (0.14, 2.76, 3.76)  0.0007
C (-1.26, 2.53, 3.82)  -0.0164
H (2.52, 2.49, 3.37)  0.0091
H (2.91, 1.63, 4.81)  0.0058
H (3.06, 3.29, 4.97)  -0.0030
H (0.52, 3.04, 2.87)  -0.0038
H (-1.79, 3.36, 4.29)  -0.0069
H (-1.42, 1.60, 4.36)  0.0230
H (-1.65, 2.38, 2.82)  -0.0097
C (-2.54, 5.47, 1.32)  -0.0008
C (-3.51, 4.28, 1.04)  0.0010
O (-4.71, 4.52, 0.85)  -0.0007
N (-3.03, 3.08, 0.83)  -0.0004
C (-3.79, 1.94, 0.36)  0.0107
H (-1.69, 5.52, 0.64)  0.0002
H (-2.16, 5.57, 2.33)  0.0005
H (-3.18, 6.35, 1.21)  -0.0002
H (-2.03, 2.96, 0.77)  0.0001
H (-4.34, 2.03, -0.58)  0.0044
H (-4.57, 1.62, 1.05)  0.0003
H (-3.09, 1.15, 0.09)  -0.0054
C (-0.54, 4.07, -6.29)  0.0007
C (0.52, 3.06, -5.78)  0.0047
O (1.08, 2.32, -6.57)  -0.0023
N (0.70, 3.05, -4.43)  -0.0009
C (1.58, 2.03, -3.77)  0.0061
H (-0.62, 4.06, -7.37)  -0.0001
H (-0.30, 5.08, -5.97)  0.0000
H (-1.54, 3.82, -5.93)  -0.0001
H (0.03, 3.55, -3.87)  0.0001
H (2.52, 1.91, -4.32)  0.0015
H (1.06, 1.08, -3.73)  -0.0028
H (1.88, 2.26, -2.75)  0.0012
C (3.45, 3.84, -0.23)  -0.0013
C (3.18, 4.91, 0.84)  0.0080
O (4.07, 5.69, 1.22)  -0.0016
N (1.97, 4.89, 1.41)  -0.0043
C (1.43, 5.74, 2.38)  0.0018
H (3.07, 4.14, -1.20)  -0.0029
H (3.09, 2.88, 0.14)  0.0000
H (4.53, 3.70, -0.27)  0.0036
H (1.37, 4.19, 1.00)  0.0011
H (0.44, 6.04, 2.05)  -0.0004
H (1.99, 6.68, 2.38)  0.0003
H (1.48, 5.38, 3.41)  -0.0004
C (0.38, 5.71, -1.73)  0.0003
C (-0.78, 5.06, -2.51)  0.0001
O (-1.43, 5.66, -3.41)  0.0000
N (-1.08, 3.79, -2.11)  -0.0014
C (-2.23, 3.02, -2.66)  0.0002
H (1.30, 5.24, -2.10)  -0.0005
H (0.29, 5.56, -0.65)  0.0004
H (0.40, 6.77, -1.96)  -0.0001
H (-0.64, 3.41, -1.29)  0.0011
H (-2.22, 2.09, -2.09)  -0.0007
H (-2.10, 2.78, -3.72)  0.0005
H (-3.20, 3.50, -2.56)  -0.0003
C (6.83, 1.17, -5.10)  0.0307
O (6.43, 0.55, -3.85)  -0.0213
P (5.96, 1.52, -2.65)  -0.1252
O (4.82, 2.42, -3.01)  0.0245
O (5.55, 0.55, -1.45)  0.0006
C (4.34, -0.32, -1.56)  0.1932
O (7.31, 2.26, -2.16)  -0.0107
C (8.45, 1.45, -1.78)  0.0593
H (6.48, 0.67, -6.00)  -0.0035
H (7.92, 1.19, -5.11)  -0.0078
H (6.64, 2.23, -5.24)  0.0031
H (3.53, 0.10, -0.96)  -0.0390
H (4.59, -1.32, -1.18)  -0.0406
H (3.97, -0.32, -2.58)  -0.0153
H (8.13, 0.46, -1.48)  -0.0031
H (8.88, 1.97, -0.93)  -0.0112
H (9.19, 1.23, -2.55)  0.0031

Entry 2:
A 5-piece molecular cluster, CH14N2O4 overall, computed with the ωB97M-V functional and the def2-TZVPD basis.

Calculated values
ΔE to the lowest compared entry with this formula, charge and spin: 0.558 eV
SMILES: NCN.O.O.O.O
max |F|: 1.0 eV Å⁻¹
LUMO energy: 0.61 eV

Last column: Löwdin charge in e.
Geometry (Å):
N (2.76, 0.42, -0.73)  -0.0068
C (1.72, 1.11, 0.08)  -0.3702
N (0.46, 1.46, -0.56)  0.0159
H (3.20, 1.14, -1.29)  0.0546
H (2.34, -0.19, -1.43)  0.0520
H (2.23, 1.97, 0.53)  0.1005
H (1.54, 0.48, 0.94)  0.0741
H (-0.19, 0.71, -0.37)  0.0145
H (0.56, 1.43, -1.56)  0.0537
O (-3.16, -0.16, 0.61)  -0.0668
H (-3.67, 0.46, 1.14)  0.0484
H (-2.54, -0.57, 1.24)  0.0087
O (-0.89, -0.31, 2.08)  -0.0665
H (-0.16, -0.95, 1.92)  0.0356
H (-0.47, 0.52, 2.30)  0.0533
O (-1.36, -0.83, -1.61)  -0.0426
H (-2.02, -0.69, -0.93)  0.0034
H (-1.59, -0.20, -2.28)  0.0451
O (0.39, -2.14, 0.35)  -0.0528
H (-0.30, -1.78, -0.24)  0.0136
H (1.14, -1.88, -0.19)  0.0324

Entry 3:
A 2-piece molecular cluster, C4H8N2 overall, computed with the ωB97M-V functional and the def2-TZVPD basis.

Calculated values
ΔE to the lowest compared entry with this formula, charge and spin: 4.735 eV
max |F|: 2.5 eV Å⁻¹
LUMO energy (alpha / beta): -0.81 / 0.06 eV

Last column: Löwdin charge in e.
Geometry (Å):
C (-0.45, 1.30, 0.44)  -0.1614
N (-0.18, -0.11, 0.29)  -0.1399
C (-1.21, -0.89, 0.93)  -0.1461
C (1.36, -0.42, -1.79)  0.0404
C (1.98, -0.40, -0.58)  -0.3596
N (2.15, -0.34, 0.59)  0.1628
H (-1.41, 1.56, -0.04)  0.0860
H (0.35, 1.89, -0.01)  0.0686
H (-0.55, 1.57, 1.50)  0.0844
H (-1.32, -0.61, 1.99)  0.0827
H (-0.98, -1.95, 0.86)  0.0720
H (-2.19, -0.70, 0.46)  0.0848
H (1.36, 0.47, -2.41)  0.0628
H (1.11, -1.37, -2.25)  0.0627

Entry 4:
One molecule with the formula C3H4FN3O, computed with the ωB97M-V functional and the def2-TZVPD basis.

Calculated values
ΔE to the lowest compared entry with this formula, charge and spin: 1.420 eV
SMILES: Cn1nnc(O)c1F
max |F|: 1.6 eV Å⁻¹
LUMO energy: 0.74 eV

Last column: Löwdin charge in e.
Geometry (Å):
C (-2.01, 0.02, 0.00)  0.0201
N (-0.57, -0.21, 0.00)  -0.1228
N (-0.06, -1.44, 0.00)  0.0240
N (1.23, -1.35, 0.00)  0.0648
C (1.58, -0.04, 0.00)  -0.3388
O (2.85, 0.40, 0.00)  0.1001
C (0.42, 0.70, 0.00)  -0.2309
F (0.18, 2.00, 0.00)  0.1309
H (-2.44, -0.42, -0.88)  0.0858
H (-2.43, -0.39, 0.88)  0.0781
H (-2.15, 1.11, 0.00)  0.1000
H (3.40, -0.36, 0.01)  0.0888